C32H85NO12S11 | the ωB97M-V functional and the def2-TZVPD basis

XYZ file:
```
141
C32H85NO12S11, DFT the ωB97M-V functional and the def2-TZVPD basis
C 2.6178 -0.2781 1.0552
C 2.7759 0.2027 -0.0635
C 3.0410 0.7483 -1.5046
C 2.3233 -0.0888 -2.6646
C 2.0219 -1.6153 -2.2456
N 1.9874 -2.4885 -3.4770
O 1.1919 0.5700 -3.2507
C 0.1362 0.8236 -2.3018
C -1.2316 0.1307 -2.7921
C -1.0795 -0.5758 -4.2130
C -1.7166 -0.9751 -1.7226
C -3.0365 -0.5394 -0.9353
H 2.6048 -0.9178 1.9786
H 4.1602 0.6523 -1.6758
H 2.7728 1.8615 -1.5999
H 3.1011 -0.1783 -3.4980
H 1.0921 -1.7185 -1.6141
H 2.9199 -1.9691 -1.6528
H 2.0128 -1.8817 -4.3105
H 2.8623 -3.0231 -3.5058
H -0.0581 1.9441 -2.2243
H 0.3414 0.4613 -1.2523
H -2.0623 0.9027 -2.8727
H -2.1011 -0.9098 -4.6065
H -0.6274 0.0864 -5.0053
H -0.4988 -1.5466 -4.0618
H -1.9405 -1.9180 -2.3222
H -0.9240 -1.2280 -0.9556
H -3.0261 0.5992 -0.8601
H -3.9799 -0.8275 -1.5081
H -3.0154 -1.0263 0.0875
C -7.4816 -3.3095 -2.7216
S -7.3995 -2.5436 -1.0903
O -6.4945 -1.3625 -1.1962
C -6.4637 -3.8710 -0.3070
H -7.9994 -2.6279 -3.3965
H -6.4738 -3.4955 -3.0965
H -8.0381 -4.2458 -2.6566
H -5.5201 -4.0221 -0.8336
H -7.0538 -4.7889 -0.3212
H -6.2618 -3.5869 0.7262
C 2.2833 3.0035 -4.7555
S 2.7940 4.0333 -3.3683
O 1.6291 4.8859 -2.9913
C 3.9342 5.0631 -4.3137
H 1.5321 2.2991 -4.4020
H 1.8554 3.6253 -5.5446
H 3.1448 2.4518 -5.1368
H 3.4026 5.5545 -5.1296
H 4.7403 4.4436 -4.7100
H 4.3525 5.8168 -3.6460
C 7.2712 -1.6398 -0.3053
S 6.4368 -0.2621 -1.1133
O 6.0487 -0.7136 -2.4837
C 7.9050 0.7730 -1.2814
H 6.5439 -2.4332 -0.1348
H 8.0737 -2.0149 -0.9427
H 7.6753 -1.3102 0.6525
H 8.6675 0.2468 -1.8577
H 8.2881 1.0234 -0.2908
H 7.6238 1.6888 -1.8018
C -6.0192 1.5593 3.7351
S -6.1933 0.1639 2.6075
O -5.0043 -0.7196 2.8001
C -5.9243 1.1107 1.0969
H -6.1149 1.1915 4.7569
H -5.0384 2.0213 3.6061
H -6.8078 2.2879 3.5391
H -4.9505 1.6023 1.1334
H -6.7163 1.8539 0.9880
H -5.9534 0.4253 0.2487
C 6.9826 -4.1107 5.0961
S 6.6595 -3.0080 3.7114
O 6.9697 -3.7609 2.4564
C 8.0443 -1.8981 4.0334
H 6.2497 -4.9177 5.0731
H 7.9865 -4.5311 5.0120
H 6.8831 -3.5589 6.0327
H 8.9812 -2.4575 4.0171
H 7.9074 -1.4208 5.0054
H 8.0633 -1.1346 3.2552
C -7.1820 4.5761 6.2826
S -8.7887 4.4670 5.4662
O -8.6969 3.3817 4.4439
C -8.6605 6.0407 4.5947
H -7.0286 3.6663 6.8630
H -6.3896 4.6688 5.5372
H -7.1718 5.4378 6.9517
H -7.7756 6.0421 3.9558
H -8.6020 6.8538 5.3200
H -9.5522 6.1677 3.9809
C 2.5990 3.6444 -10.5440
S 2.4151 3.5457 -8.7523
O 3.6648 4.0875 -8.1442
C 2.5026 1.7463 -8.6553
H 2.6099 4.6957 -10.8317
H 3.5359 3.1751 -10.8482
H 1.7551 3.1467 -11.0247
H 3.4450 1.3962 -9.0791
H 1.6614 1.3105 -9.1981
H 2.4450 1.4543 -7.6064
C -13.1755 6.8487 4.9867
S -13.0954 5.5077 6.1911
O -11.6618 5.1223 6.3361
C -13.8828 4.2693 5.1425
H -12.6984 7.7285 5.4187
H -12.6494 6.5616 4.0746
H -14.2190 7.0764 4.7638
H -13.3125 4.1451 4.2207
H -14.9033 4.5819 4.9145
H -13.9073 3.3241 5.6845
C -2.1118 1.6317 -8.6850
S -1.5427 0.1238 -7.8731
O -0.9893 -0.7708 -8.9302
C -3.1852 -0.4895 -7.4508
H -1.2421 2.1661 -9.0680
H -2.7769 1.3805 -9.5130
H -2.6323 2.2609 -7.9613
H -3.7828 -0.6065 -8.3562
H -3.6700 0.2101 -6.7676
H -3.0760 -1.4565 -6.9597
C 7.6691 -3.1081 9.8377
S 6.8344 -1.7260 9.0342
O 6.4456 -2.1747 7.6650
C 8.3036 -0.6931 8.8662
H 6.9395 -3.9001 10.0062
H 8.4697 -3.4826 9.1977
H 8.0750 -2.7807 10.7961
H 9.0646 -1.2195 8.2879
H 8.6885 -0.4450 9.8566
H 8.0229 0.2239 8.3480
C 6.8934 -8.0188 3.4318
S 6.7045 -8.1240 5.2226
O 7.9540 -7.5879 5.8361
C 6.7874 -9.9238 5.3133
H 6.9079 -6.9656 3.1475
H 7.8301 -8.4894 3.1285
H 6.0495 -8.5122 2.9470
H 7.7303 -10.2746 4.8910
H 5.9470 -10.3544 4.7663
H 6.7260 -10.2196 6.3606
```

- total charge = 0
- HOMO level (eV) = -8.10
- Kohn-Sham gap (Ha) = 0.316



C32H86N6O10 | the ωB97M-V functional and the def2-TZVPD basis

XYZ file:
```
134
C32H86N6O10, DFT the ωB97M-V functional and the def2-TZVPD basis
C -0.3135 4.5725 5.9372
O -1.0842 4.8836 7.0970
C -1.0418 6.2236 7.5338
C -1.8440 6.5024 8.8163
C -2.1847 7.9421 9.1550
N -1.3256 5.8613 10.0068
H 0.7598 4.6721 6.0990
H -0.5731 5.0715 5.0036
H -0.3582 3.5370 5.5999
H -0.0314 6.5957 7.7029
H -1.4579 6.8775 6.7674
H -2.7655 5.9584 8.6089
H -2.9631 7.9635 9.9177
H -2.5104 8.5386 8.3028
H -1.3723 8.3714 9.7414
H -1.8789 6.2332 10.7655
H -1.4890 4.9090 9.7126
C 8.5386 12.5388 11.9892
O 8.5762 12.1774 13.3553
C 7.9406 10.9768 13.6490
C 6.4436 10.8239 13.4014
C 5.4945 11.8098 14.0449
N 5.9524 9.4667 13.7041
H 9.0343 11.8542 11.3009
H 9.0629 13.4897 11.8946
H 7.5254 12.5432 11.5874
H 8.4984 10.1970 13.1305
H 8.2057 10.7195 14.6745
H 6.3393 10.9298 12.3216
H 5.3329 12.5227 13.2364
H 6.0258 12.2818 14.8714
H 4.4318 11.6637 14.2381
H 5.2209 9.3677 13.0147
H 6.5308 8.7585 13.2752
C 1.4137 1.8408 9.6939
O 2.6138 2.0418 10.4089
C 2.4966 1.7095 11.7751
C 3.8822 1.6625 12.4965
C 3.8126 1.0255 13.9047
N 4.4813 3.0075 12.7810
H 0.7843 2.5666 10.2088
H 0.9472 0.8842 9.9291
H 1.2713 2.0400 8.6318
H 1.9949 2.5603 12.2361
H 2.0226 0.7652 12.0431
H 4.6066 1.0582 11.9506
H 4.7442 0.5783 14.2516
H 3.0701 0.2525 14.1027
H 3.5563 1.8329 14.5906
H 4.8014 3.4113 11.9123
H 3.6531 3.5304 13.0273
C 2.8091 6.2166 7.6435
O 3.6991 6.6386 8.6487
C 3.2419 7.6381 9.5079
C 4.2953 8.0765 10.5218
C 4.9991 6.8541 11.1429
N 3.9097 9.1627 11.4068
H 2.0847 5.4988 8.0284
H 3.3161 5.6728 6.8464
H 2.3069 7.0642 7.1770
H 2.9513 8.5503 8.9868
H 2.3780 7.2175 10.0225
H 5.0045 8.6193 9.8968
H 5.4114 7.2491 12.0714
H 5.6840 6.4144 10.4179
H 4.3563 6.0316 11.4566
H 3.2043 8.8356 12.0514
H 3.6257 9.9919 10.9048
C 5.4164 0.6848 3.5599
O 5.2392 0.0232 4.7503
C 6.1504 -0.9916 5.2128
C 7.4518 -0.4629 5.7972
N 7.4426 0.8711 6.5223
C 6.7393 0.9195 7.8601
C 6.6033 2.3972 8.3557
O 5.7649 3.3135 7.6393
C 4.3601 2.8926 7.6072
H 6.4426 1.0092 3.3880
H 4.9364 1.6620 3.6136
H 5.1049 0.1462 2.6649
H 6.3032 -1.7355 4.4309
H 5.5514 -1.5969 5.8932
H 8.1936 -0.2605 5.0246
H 8.0944 -1.1697 6.3223
H 7.1098 1.5923 5.8984
H 7.3160 0.3541 8.5921
H 5.7180 0.5430 7.9175
H 7.5799 2.8795 8.3158
H 6.3317 2.4187 9.4111
H 4.3551 2.0799 6.8808
H 3.6198 3.6650 7.3990
H 4.1389 2.6322 8.6422
C 3.5605 7.3003 16.1167
O 2.8908 6.2817 15.4319
C 3.3099 5.9793 14.0795
C 2.0247 6.0492 13.1259
N 1.4650 7.3433 13.3097
C 0.0613 7.3790 12.8030
C -0.9349 7.3506 13.9745
O -2.2785 6.9507 13.6281
C -3.2677 7.2248 14.6942
H 3.2401 7.4096 17.1528
H 3.3460 8.2198 15.5720
H 4.5819 6.9247 16.1777
H 3.7896 5.0063 13.9729
H 3.9635 6.7329 13.6400
H 1.2901 5.2458 13.1814
H 2.3546 5.9849 12.0890
H 1.4698 7.4398 14.3151
H -0.2150 6.6246 12.0662
H -0.0763 8.3945 12.4317
H -0.9247 8.2837 14.5377
H -0.6067 6.5747 14.6662
H -3.7351 8.1783 14.4481
H -2.9555 7.2892 15.7366
H -4.0738 6.5143 14.5111
C 4.5431 13.3424 9.6954
C 3.5722 12.2606 8.9999
O 2.8778 11.4866 9.9793
H 5.3691 12.8368 10.1955
H 3.9679 13.9711 10.3751
H 4.8813 14.0871 8.9750
H 3.9959 11.5664 8.2741
H 2.8177 12.9157 8.5646
H 1.9630 11.3604 9.7168
C 7.1993 10.3493 8.9164
C 8.3723 11.3243 8.7293
O 8.9438 11.2039 7.4234
H 6.4400 10.5966 8.1745
H 6.9300 10.7297 9.9017
H 7.3776 9.2743 8.8872
H 9.1042 11.0608 9.4928
H 8.0735 12.3502 8.9445
H 8.7513 10.4456 6.8672
```

- relative energy (zero: lowest compared OMol25 entry of this formula, charge and spin) (eV) = 5.215
- total charge = 0
- HOMO level (eV) = -8.69
- Kohn-Sham gap (Ha) = 0.333
- SMILES = COC[C@H](C)N.COC[C@H](C)N.COC[C@H](C)N.COC[C@H](C)N.COCCNCCOC.COCCNCCOC.CCO.CCO



C32H87BN4O17P | the ωB97M-V functional and the def2-TZVPD basis

XYZ file:
```
142
C32H87BN4O17P, DFT the ωB97M-V functional and the def2-TZVPD basis
C -5.3473 -2.3966 3.0323
C -5.5318 -2.1639 1.5264
C -4.4030 -2.7644 0.6639
N -3.0657 -2.4869 1.1611
P -2.3191 -0.9914 0.5493
C -2.1417 -0.3769 2.3518
C -1.2841 -1.2481 3.2920
C -1.8333 -1.2897 4.7402
N -1.0611 -2.2389 5.5706
N -2.4118 -1.5640 -1.2722
C -1.9034 -2.6247 -1.5135
O -1.5434 -3.7403 -1.6985
O -0.6890 -1.6143 0.5454
C 0.2595 -0.6351 0.2176
C 1.4427 -0.5162 1.1793
O 2.5051 0.2051 0.4936
N 3.1951 0.9507 1.4422
O 3.4994 2.0027 1.0191
C -0.3929 0.6689 -0.3372
C 0.0297 1.9677 0.4194
B -0.2051 0.9445 -1.9034
O 0.0600 -0.1009 -2.7948
O -0.3611 2.2425 -2.3466
C 0.4281 2.6180 -3.4631
O -1.7900 0.5483 -0.0561
H -4.9913 -3.4050 3.2539
H -6.3521 -2.3548 3.4757
H -4.7669 -1.6271 3.5292
H -5.6173 -1.1048 1.2691
H -6.4463 -2.6972 1.2404
H -4.5742 -2.4666 -0.3815
H -4.5447 -3.8542 0.6916
H -2.4608 -3.2963 1.1096
H -3.6253 -0.4268 0.4331
H -1.6518 0.6055 2.3076
H -3.1121 -0.2081 2.8323
H -1.1952 -2.2917 2.9807
H -0.2569 -0.8671 3.3828
H -1.7856 -0.3094 5.2176
H -2.8422 -1.7018 4.6751
H -1.2929 -3.1914 5.3281
H -0.0683 -2.0927 5.4418
H 0.7419 -1.0982 -0.6676
H 1.1517 0.0888 2.0390
H 1.7906 -1.5118 1.4581
H 1.0020 2.2735 0.0183
H -0.7275 2.7260 0.2548
H 0.0901 1.7847 1.4972
H -0.7844 -0.4415 -3.1168
H 0.4217 1.8833 -4.2721
H 1.4658 2.8404 -3.1943
H -0.0020 3.5408 -3.8684
C 0.9020 6.6525 0.8207
C -0.4865 6.1872 1.2218
O -0.4862 4.8113 1.5755
H 1.2719 6.0680 -0.0232
H 0.8999 7.7063 0.5425
H 1.6016 6.5092 1.6444
H -1.1822 6.3096 0.3908
H -0.8589 6.7702 2.0735
H 0.1149 4.6970 2.3213
C 1.5606 -5.2021 -3.2045
C 2.0412 -5.6805 -1.8492
O 2.1134 -4.5981 -0.9278
H 2.2308 -4.4371 -3.5981
H 1.5110 -6.0269 -3.9197
H 0.5692 -4.7512 -3.1188
H 3.0409 -6.1111 -1.9297
H 1.3675 -6.4452 -1.4452
H 1.2276 -4.2211 -0.8483
C 5.2734 -8.8532 -2.1759
C 4.0283 -9.6689 -1.8800
O 4.3478 -11.0500 -1.7124
H 5.7633 -9.2198 -3.0789
H 5.0286 -7.7987 -2.3123
H 5.9942 -8.9403 -1.3590
H 3.3198 -9.5977 -2.7036
H 3.5364 -9.3070 -0.9717
H 4.9637 -11.1188 -0.9774
C -6.1042 -7.5942 1.2358
C -5.4189 -6.4258 1.9218
O -6.3341 -5.3657 2.1776
H -6.5526 -7.2710 0.2957
H -5.3962 -8.3990 1.0295
H -6.9093 -7.9911 1.8603
H -4.6311 -6.0206 1.2892
H -4.9694 -6.7469 2.8682
H -7.0286 -5.7089 2.7473
C 2.8144 11.0426 0.7097
C 3.0530 9.8083 -0.1409
O 1.8516 9.3726 -0.7689
H 2.0625 10.8378 1.4726
H 3.7343 11.3654 1.2002
H 2.4392 11.8666 0.0978
H 3.4074 8.9823 0.4746
H 3.8057 10.0120 -0.9101
H 1.5306 10.0883 -1.3265
C 3.4239 5.0423 3.5046
C 2.6220 5.1498 4.7855
O 1.4299 4.3705 4.7074
H 2.8290 5.3694 2.6554
H 4.3300 5.6503 3.5491
H 3.7139 4.0077 3.3075
H 2.3164 6.1804 4.9641
H 3.2156 4.8147 5.6431
H 1.6840 3.4536 4.5605
C -2.1697 7.5865 -2.6776
C -1.3739 8.7243 -2.0671
O -2.1858 9.8866 -1.8883
H -2.5843 7.8870 -3.6410
H -1.5453 6.7038 -2.8230
H -3.0096 7.3143 -2.0341
H -0.5486 9.0050 -2.7208
H -0.9581 8.4292 -1.0990
H -2.9090 9.6469 -1.3018
C 2.6289 -1.7799 -7.0864
C 2.4713 -2.7581 -5.9371
O 3.6640 -3.5133 -5.7312
H 2.8779 -2.3111 -8.0066
H 1.7112 -1.2114 -7.2454
H 3.4421 -1.0779 -6.8865
H 1.6721 -3.4676 -6.1467
H 2.2265 -2.2278 -5.0115
H 4.3709 -2.8907 -5.5311
C 7.2238 -4.5730 -4.2805
C 7.7630 -3.3896 -3.5000
O 6.7321 -2.4486 -3.2141
H 6.7705 -4.2338 -5.2128
H 8.0154 -5.2877 -4.5137
H 6.4460 -5.0877 -3.7119
H 8.5229 -2.8636 -4.0768
H 8.2150 -3.7221 -2.5591
H 6.0572 -2.8957 -2.6928
C -5.8730 2.6398 3.9743
C -6.2700 1.2554 3.4956
O -5.9155 0.2568 4.4467
H -4.7992 2.6824 4.1582
H -6.1333 3.4004 3.2359
H -6.3750 2.8822 4.9157
H -5.7525 1.0094 2.5694
H -7.3498 1.2071 3.3112
H -6.3730 0.4543 5.2692
```

- total charge = -1
- HOMO level (eV) = -4.93
- Kohn-Sham gap (Ha) = 0.255